one | Formula: C3H6N2O2S
Source: OMol25
Level of theory: ωB97M-V/def2-TZVPD

Geometry as XYZ:
```
14
Properties=species:S:1:pos:R:3:lowdin_charge:R:1
S -1.4554 1.2096 0.5861 1.06
O 0.0554 -0.2904 -0.9560 -0.11
O -2.0620 0.0377 -1.6678 0.03
N 0.2323 -0.1898 2.1133 0.07
N 0.8855 2.0248 1.4975 0.08
C 0.1013 1.0332 1.4774 -0.79
C -1.1781 0.2109 -0.8589 -0.82
C 0.3018 -1.0582 -2.1313 -0.04
H -0.6058 -0.7267 2.2691 0.08
H 1.3529 -1.3787 -2.0488 0.10
H 1.6845 1.8154 2.0789 0.04
H 0.1395 -0.4721 -3.0176 0.09
H -0.3937 -1.9323 -2.1490 0.11
H 0.9418 -0.2832 2.8073 0.09
```

Summary:
orbital gap: 10.48 eV
charge: 0
LUMO level: 0.658 eV
SMILES string: [H]/N=C(\N)SC(=O)OC
multiplicity: 1

two | Formula: C3H6N2O2S
Source: OMol25
Level of theory: ωB97M-V/def2-TZVPD

Geometry as XYZ:
```
14
Properties=species:S:1:pos:R:3:lowdin_charge:R:1
S -0.7682 -1.6894 -0.3646 1.04
O -3.0070 -0.3772 -0.2369 -0.27
O 1.7989 -1.1875 0.3643 -0.11
N -2.0032 0.5843 0.0717 -0.07
N 1.4057 1.1515 -0.7149 -0.15
C 0.9734 -2.0275 -0.0596 -0.47
C 0.3265 0.9710 0.1835 -0.43
C -0.8463 -0.0432 -0.0144 -0.62
H 1.7783 2.4827 -1.1622 0.23
H 0.6591 0.8681 1.2781 0.12
H 2.5610 0.5737 -0.0943 0.22
H 1.1013 -3.1083 -0.4312 0.10
H -3.7825 -0.1958 0.8074 0.29
H -0.1971 1.9976 0.3732 0.13
```

Summary:
orbital gap: 8.98 eV
charge: 0
LUMO level: -0.040 eV
multiplicity: 1

three | Formula: C3H6N2O2S
Source: OMol25
Level of theory: ωB97M-V/def2-TZVPD

Geometry as XYZ:
```
14
Properties=species:S:1:pos:R:3:lowdin_charge:R:1
S -2.1689 -1.4552 0.3570 0.68
O 0.6728 -1.8245 -0.4596 -0.16
O 0.1684 1.6048 0.3770 0.06
N -2.2672 1.1876 -0.3152 0.16
N 0.7537 -0.5832 0.1545 -0.26
C 2.2141 -0.2436 0.2130 -0.07
C -0.0778 0.4818 0.0290 -0.54
C -1.5259 0.1385 -0.0366 -0.61
H 2.7212 -1.4191 -0.0516 0.15
H -1.6225 2.0064 -0.4938 0.16
H -0.4846 -1.9553 -0.2026 0.02
H 2.4164 0.2452 1.5067 0.18
H 2.3929 0.6311 -0.8441 0.17
H -3.1927 1.1855 -0.2338 0.06
```

Summary:
orbital gap: 8.31 eV
charge: 0
LUMO level: -0.641 eV
multiplicity: 1

Most stable structure, least stable structure: one, two.

one | Formula: C3H6N2O2S
Source: OMol25
Level of theory: ωB97M-V/def2-TZVPD

Geometry as XYZ:
```
14
Properties=species:S:1:pos:R:3:lowdin_charge:R:1
S 3.9120 -0.5375 0.1367 0.61
O -1.3308 -0.0413 -0.0861 -0.29
O 0.5705 1.5957 0.2318 -0.13
N 1.3528 0.3796 -0.4553 -0.12
N -0.4216 -1.1322 0.0282 0.10
C 0.8030 -0.8818 -0.1087 -0.17
C -2.7021 -0.2899 0.1404 -0.08
C 2.6673 0.5859 -0.0688 -0.64
H -3.0338 -1.2540 -0.4926 0.13
H 2.9512 1.6962 0.0033 0.09
H 1.5736 -1.5933 -0.0905 0.07
H -2.8245 -0.5015 1.2644 0.10
H -3.1223 0.7085 -0.0241 0.09
H -0.3954 1.2655 -0.4787 0.24
```

Summary:
orbital gap: 8.70 eV
charge: 0
LUMO level: -0.320 eV
multiplicity: 1

two | Formula: C3H6N2O2S
Source: OMol25
Level of theory: ωB97M-V/def2-TZVPD

Geometry as XYZ:
```
14
Properties=species:S:1:pos:R:3:lowdin_charge:R:1
S -0.2401 0.0908 1.6143 0.92
O 0.4904 -1.8685 2.7831 -0.19
O 0.3232 3.0998 -0.7765 0.06
N -0.3606 -1.4748 1.7987 -0.51
N -0.8866 1.2364 -0.8068 -0.04
C 1.4858 0.9703 -0.9761 0.15
C -1.1439 0.0361 -0.0907 -0.37
C 0.3947 1.8947 -0.9290 -0.55
H 1.3490 -0.0767 -0.8748 0.04
H -0.0569 -2.6225 3.1815 0.13
H 2.5470 1.2131 -0.8121 0.09
H -2.2352 -0.1972 0.1345 0.12
H -1.5344 2.0220 -0.6605 0.14
H -0.6687 -0.7725 -0.4517 0.01
```

Summary:
orbital gap (alpha / beta): 9.46 / 6.22 eV
charge: 0
LUMO level (alpha / beta): 0.080 / -1.594 eV
multiplicity: 1

Most stable structure, least stable structure: two, one.

one | Formula: C3H6N2O2S
Source: OMol25
Level of theory: ωB97M-V/def2-TZVPD

Geometry as XYZ:
```
14
Properties=species:S:1:pos:R:3:lowdin_charge:R:1
S 2.3937 0.2441 0.1051 0.91
O 1.2517 -1.0545 -1.3384 -0.14
O 2.4283 -0.8586 1.0307 -0.49
N 0.1501 -1.1598 -0.8073 -0.10
N 1.2837 1.2082 0.6140 -0.36
C -2.1020 -1.7321 0.3243 -0.01
C 0.7897 2.2837 -0.1167 -0.28
C -0.7541 -1.1996 -0.0721 0.02
H -0.2666 1.9666 -0.2767 0.08
H 0.8125 3.2666 0.4491 0.09
H -2.5505 -1.9392 -0.6220 0.08
H -2.7576 -1.0645 0.8003 0.06
H 1.2182 2.6644 -1.0202 0.05
H -1.8971 -2.6253 0.9299 0.10
```

Summary:
orbital gap: 9.52 eV
charge: 0
LUMO level: 0.251 eV
multiplicity: 1

two | Formula: C3H6N2O2S
Source: OMol25
Level of theory: ωB97M-V/def2-TZVPD

Geometry as XYZ:
```
14
Properties=species:S:1:pos:R:3:lowdin_charge:R:1
S -0.6438 -0.9280 -1.2179 0.94
O -1.1355 1.6513 0.2401 -0.17
O -1.6582 -0.7928 1.3373 -0.08
N 1.5847 0.0584 0.3577 -0.02
N 2.0406 -1.1941 0.3170 0.01
C -1.8408 -1.1873 0.1330 -0.48
C 0.5171 0.1795 -0.2878 -0.61
C 0.0678 1.6214 -0.5715 -0.27
H 1.3542 -1.7469 -0.2651 0.07
H -0.7743 1.3767 1.1453 0.11
H 2.7221 -1.3590 1.0207 0.09
H -2.7211 -1.8259 -0.2875 0.10
H -0.4188 1.7381 -1.6878 0.15
H 0.9059 2.4088 -0.2335 0.15
```

Summary:
orbital gap: 9.21 eV
charge: 0
LUMO level: 0.345 eV
SMILES string: N/N=C(/CO)SC=O
multiplicity: 1

Most stable structure, least stable structure: two, one.

one | Formula: C3H10N3O
Source: OMol25
Level of theory: ωB97M-V/def2-TZVPD

Geometry as XYZ:
```
17
Properties=species:S:1:pos:R:3:lowdin_charge:R:1
O -0.3555 -1.3411 -0.8834 -0.32
N -1.3979 0.4762 -0.0317 -0.14
N -0.3330 -0.5269 0.1369 -0.34
N 0.9252 0.3674 0.2191 -0.24
C -2.6820 -0.0585 0.3816 -0.20
C 1.5544 0.7090 -1.0402 -0.17
C 1.7907 -0.3417 1.0878 -0.18
H -1.5704 0.5158 -1.0389 0.06
H 2.4085 -1.1109 0.5976 0.07
H 0.8229 0.5242 -1.8743 0.05
H 1.5639 1.7764 -0.9942 0.04
H -2.8850 -0.2399 1.4286 0.04
H -2.6831 -1.1424 0.0785 0.07
H -3.3550 0.6683 -0.0918 0.06
H 1.2498 -0.7441 1.8592 0.03
H 2.4000 0.3575 1.5986 0.05
H 2.5463 0.1109 -1.4334 0.11
```

Summary:
orbital gap: 6.36 eV
charge: -1
LUMO level: 4.437 eV
SMILES string: CNN([O-])N(C)C
multiplicity: 1

two | Formula: C3H10N3O
Source: OMol25
Level of theory: ωB97M-V/def2-TZVPD

Geometry as XYZ:
```
17
Properties=species:S:1:pos:R:3:lowdin_charge:R:1
O 0.2198 -1.1355 -0.9846 -0.48
N 0.2327 0.4762 -0.2051 -0.18
N 1.2630 0.4389 0.7638 -0.13
N -1.0508 0.5618 0.3210 -0.27
C -1.2204 -0.6708 1.0564 -0.15
C 2.4430 0.3848 -0.0709 -0.21
C -1.9003 0.5370 -0.8739 -0.14
H -1.5268 1.4195 -1.5146 0.09
H -0.7806 -1.3432 0.4002 0.00
H -0.6627 -0.6148 1.9314 0.03
H -1.5317 -0.4130 -1.4121 0.07
H -2.9214 0.4260 -0.8398 0.02
H -2.2737 -0.7842 1.3384 0.08
H 1.3320 -0.4601 1.1584 0.05
H 2.7857 1.4017 -0.5412 0.07
H 2.1294 -0.2270 -0.9673 0.05
H 3.4627 0.0027 0.4398 0.09
```

Summary:
orbital gap (alpha / beta): 7.23 / 7.23 eV
charge: -1
LUMO level (alpha / beta): 4.409 / 4.409 eV
multiplicity: 1

Most stable structure, least stable structure: one, two.